[1]
C11H7AlBrO2 as an isolated structure at a distorted geometry. Source: OMol25; level of theory: ωB97M-V/def2-TZVPD.

Properties
* LUMO level: -15.958 eV
* max |F|: 0.19278 hartree/bohr
* energy above the lowest of the compared OMol25 structures with the same formula, charge and spin: 274.3 kcal/mol
* multiplicity: 1
* total charge: +3
* HOMO-LUMO gap: 3.88 eV
* HOMO: -19.84 eV

Each line ends with the Löwdin charge.
Element x y z (Å)
C  -3.0864  1.3977  1.7971  0.01
C  -1.8319  1.2276  0.7531  0.02
C  -0.6570  2.1894  0.7553  -0.30
Br  -0.4932  3.7703  1.9821  1.03
C  0.5832  1.8758  -0.3230  -0.19
O  1.2292  2.8416  -1.0094  0.05
C  0.9093  0.2458  -0.5111  0.08
C  2.4430  -0.3191  -0.6787  -0.04
C  2.6187  -1.9703  -0.8475  0.09
C  1.3573  -3.0194  -0.9022  0.12
C  -0.1779  -2.4172  -0.7323  0.12
C  -0.3918  -0.8055  -0.5210  0.09
C  -1.8823  -0.0821  -0.2868  -0.13
O  -3.0089  -0.4858  -0.9087  0.10
H  -2.9967  2.3171  2.5256  0.10
H  -3.0635  0.4335  2.5007  0.17
H  -4.1168  1.3508  1.2320  0.16
H  3.3432  0.4332  -0.6336  -0.17
H  3.7449  -2.3388  -0.9448  0.14
H  1.5040  -4.1938  -1.0558  0.17
H  -1.1205  -3.1216  -0.7557  0.16
Al  5.0940  0.6707  -1.4353  1.23

Atoms 1-2, force components in eV/Å:
C 1.150 -0.451 -0.255
C -1.400 -0.290 1.184

***

[2]
One molecule with the formula C4H8O2. Source: OMol25; level of theory: ωB97M-V/def2-TZVPD.

Properties
* LUMO level: 0.872 eV
* max |F|: 0.00636 hartree/bohr
* energy above the lowest of the compared OMol25 structures with the same formula, charge and spin: 41.3 kcal/mol
* multiplicity: 1
* HOMO-LUMO gap: 10.54 eV
* HOMO: -9.66 eV
* SMILES: C[C@@]1(O)C[C@H]1O

Each line ends with the Löwdin charge.
Element x y z (Å)
C  -0.1530  -1.4827  -0.1347  -0.01
C  -0.0182  -0.1053  0.4729  -0.52
O  -0.3995  0.0066  1.8186  0.01
C  1.0658  0.8308  0.0029  -0.01
C  -0.3664  1.1029  -0.3471  -0.30
O  -0.7020  0.9559  -1.6928  -0.01
H  0.7163  -2.1130  0.0853  0.08
H  -0.2527  -1.4086  -1.2231  0.08
H  -1.0453  -1.9724  0.2698  0.09
H  0.3558  -0.2553  2.3601  0.10
H  1.5360  1.4747  0.7411  0.11
H  1.7107  0.4972  -0.8058  0.12
H  -0.8671  1.9140  0.1835  0.15
H  -1.5805  0.5551  -1.7308  0.10

Atoms 1-2, force components in eV/Å:
C -0.002 -0.003 0.005
C 0.000 -0.016 -0.327